DFT (ωB97M-V/def2-TZVPD) results for an isolated ion of composition C4H5N2O4P and charge -2.

Each line ends with the natural charge from an NBO analysis.
CARTESIAN COORDINATES (ANGSTROEM)
P  2.671317  0.113870  0.004391  2.520
O  1.534317  -0.896512  -0.713449  -0.844
O  3.960143  -0.075056  -0.735704  -1.201
O  2.104189  1.587281  -0.298522  -1.040
O  2.587996  -0.153890  1.468883  -1.226
N  -0.820840  0.833183  -0.009464  -0.570
N  -2.149000  -1.037769  -0.224428  -0.573
C  -0.916012  -0.467319  -0.252094  0.243
C  -2.137565  1.272925  -0.022340  -0.214
C  -2.939248  0.060071  -0.125435  -0.180
C  0.370673  -1.344796  -0.019049  -0.070
H  0.542199  -1.371392  1.013855  0.189
H  -3.951621  -0.081559  0.167216  0.148
H  1.294957  1.672486  0.238023  0.515
H  -2.312970  2.345621  -0.228676  0.165
H  0.161471  -2.457151  -0.263200  0.139

Forces on atoms 1 to 6 (eV/Å):
0.110 -1.608 -0.173
0.123 0.238 0.117
-0.570 0.243 -0.048
-0.087 0.446 0.078
0.041 0.109 0.488
-1.010 0.810 -1.276

HOMO energy   -0.4214 eV
Calculated total energy   -907.377444 Ha
Net charge   -2
ΔE to the lowest compared entry with this formula, charge and spin   0.0 kJ/mol
Orbital gap   7.14 eV